No. 1
Below is 10 unconnected molecules or ions with the total composition C39H95Cl6O24P3, with properties calculated with the ωB97M-V functional and the def2-TZVPD basis.

Cartesian coordinates (Å):
H 5.414 12.365 -16.791
O 0.014 13.071 -9.919
H -16.341 18.087 -16.249
C -12.452 11.190 -21.248
O -10.681 5.278 -20.889
H -0.343 24.160 -20.280
H 3.810 12.892 -17.254
H -1.871 14.763 -12.056
C -1.390 14.695 -11.080
O 2.844 12.792 -22.327
H 1.145 12.147 -23.107
H -5.940 15.812 -28.575
H 0.252 2.191 -9.541
O -1.998 23.103 -19.530
H -20.361 18.611 -15.442
H -8.692 5.972 -20.843
H 1.576 13.627 -23.882
H -13.183 10.868 -21.990
O -12.213 20.677 -17.027
C -11.237 21.558 -16.433
C -1.411 23.988 -20.414
C 2.203 7.133 -20.549
C -0.508 2.926 -9.803
H -3.606 2.961 -13.901
H -6.758 17.416 -28.484
H -2.992 1.239 -13.889
H -12.416 4.174 -20.856
H 5.703 13.988 -18.510
H 3.046 6.690 -20.018
H -14.476 19.507 -17.767
Cl 7.175 19.737 -15.812
H -0.934 20.899 -16.000
H -18.814 19.062 -16.949
H 4.789 21.425 -15.027
H 3.648 9.266 -17.033
H 4.503 10.282 -15.914
C -3.408 14.033 -9.951
C -18.057 19.405 -16.243
H -3.494 11.366 -21.038
Cl -7.493 14.328 -26.396
C 1.039 12.058 -9.891
H 5.395 12.972 -21.491
H 2.276 8.219 -20.611
H -1.121 12.507 -11.469
H -1.460 13.493 -19.140
H -4.338 10.826 -19.597
H -5.209 11.928 -20.708
C -6.053 16.170 -11.684
Cl -5.441 17.019 -26.662
C -1.655 14.255 -18.385
C -1.314 20.468 -20.452
H -2.891 6.629 -12.162
H -1.305 2.859 -9.063
Cl 2.164 6.430 -22.211
H -3.343 12.949 -10.041
H -2.180 21.092 -20.671
C -10.403 8.945 -18.887
O 4.226 13.251 -19.711
H 0.288 13.624 -11.874
H -18.168 20.490 -16.247
C -9.465 5.626 -20.157
H -6.509 15.732 -18.919
C -11.689 4.623 -20.179
C 5.297 13.022 -18.810
C -9.598 6.733 -19.105
H 2.907 10.747 -16.436
C 4.710 13.661 -20.996
C 1.610 13.114 -22.921
O 4.449 11.009 -17.856
H -3.475 5.568 -13.431
H -13.937 21.720 -16.498
H -11.246 3.960 -19.435
O -2.284 21.542 -17.434
H -20.073 20.060 -14.523
C -14.347 19.580 -16.687
H -4.809 16.058 -18.686
Cl 4.129 19.115 -14.759
H 0.658 11.078 -10.180
O 0.310 4.268 -12.470
C 3.559 13.981 -21.914
O -15.594 19.903 -16.166
C 0.912 6.854 -19.841
H -5.350 15.016 -19.923
H 6.989 21.536 -14.190
C 4.701 12.381 -17.616
C -7.745 15.803 -27.471
P -4.081 13.266 -18.115
C -0.574 13.421 -11.239
H -3.395 2.173 -12.489
C -6.505 16.501 -27.948
H 1.054 7.174 -18.809
H -2.262 19.843 -16.474
H -12.226 5.414 -19.656
H -11.307 21.541 -15.346
H 1.851 12.387 -10.539
H -1.550 23.576 -21.414
H 5.232 14.603 -20.827
C -4.237 11.656 -20.296
H -2.611 21.385 -15.492
H -10.003 10.652 -20.248
C -4.462 14.474 -11.027
O -4.997 15.797 -10.815
C -19.746 19.027 -14.643
H -11.455 22.587 -16.718
C -10.871 10.228 -19.743
H -14.062 18.622 -16.254
Cl 0.312 5.195 -19.836
H -11.071 10.948 -18.949
C 6.521 20.559 -14.311
H -16.584 18.954 -17.762
H -8.687 6.962 -18.553
H -3.900 14.175 -8.989
H -19.917 18.497 -13.706
C -2.646 5.741 -12.745
O -0.113 22.876 -17.745
H 2.864 14.587 -21.333
O -2.961 14.374 -17.889
H -11.324 8.560 -18.449
O -11.923 10.031 -20.702
H -1.229 15.157 -18.823
C -2.915 2.240 -13.465
H -9.596 9.273 -18.231
O -18.384 18.897 -14.965
O -3.865 12.856 -19.678
H 4.632 20.856 -13.307
O -1.553 2.631 -13.471
P -1.188 22.179 -18.455
H -1.858 24.981 -20.374
H 6.776 19.912 -13.472
O -4.024 12.161 -17.163
H 1.378 11.983 -8.858
H -1.802 6.046 -13.363
H -8.372 16.568 -27.013
O -9.903 7.924 -19.780
H -4.063 14.207 -12.006
H -1.095 14.056 -17.471
C -1.998 20.873 -16.234
C -13.443 20.760 -16.346
H -5.223 13.711 -10.863
H 3.946 14.456 -22.816
H -8.358 15.372 -28.262
O -5.449 14.110 -18.089
P -1.032 3.622 -12.300
O -2.296 4.635 -11.907
H -9.008 4.720 -19.760
O -1.020 2.566 -11.040
H -10.394 6.454 -18.415
H -0.594 20.530 -21.269
H -6.939 15.555 -11.527
H -5.708 15.967 -12.698
O -0.684 20.865 -19.312
H -0.765 15.584 -11.152
H -13.236 20.623 -15.285
H 6.071 12.372 -19.215
H -12.890 11.868 -20.516
C 3.843 10.308 -16.781
H 1.045 13.676 -22.177
H 0.076 7.490 -20.136
C -16.625 19.049 -16.677
O -2.200 14.729 -9.898
H -6.385 17.208 -11.715
C -5.527 15.260 -18.876
H -10.209 21.358 -16.736
C 4.990 20.627 -14.311
H -11.713 11.718 -21.851
H -1.795 19.491 -20.437
H -0.133 3.945 -9.703

- SMILES: COP(=O)(OC)OC.COP(=O)(OC)OC.COP(=O)(OC)OC.COCCOCCOC.COCCOCCOC.COCCOCCOC.COCCOCCOC.ClCCCl.ClCCCl.ClCCCl
- E: -7133.78328 a.u.
- Largest force on an atom: 3.98 eV/A
- Gap between HOMO and LUMO: 0.349 hartree

***

No. 2
Below is 2 unconnected molecules or ions with the total composition C5H8, with properties calculated with the ωB97M-V functional and the def2-TZVPD basis.

Cartesian coordinates (Å):
C -1.696 0.127 0.075
H 2.203 1.063 -1.193
H 1.249 -1.017 -0.133
H 1.741 -0.285 1.377
C -1.950 1.287 0.024
H -2.104 2.300 -0.011
C -1.446 -1.299 -0.144
H 2.418 1.812 0.413
H -0.768 -1.599 0.535
H -0.951 -1.280 -1.126
C 2.061 1.020 -0.160
H -2.421 -2.001 -0.035
C 1.663 -0.128 0.378

- SMILES: C#CC.C=C
- E: -195.17381 a.u.
- Energy above the lowest of the compared OMol25 structures with the same formula, charge and spin: 3.2170 eV
- Largest force on an atom: 4.02 eV/A
- Gap between HOMO and LUMO: 0.397 hartree

***

No. 3
Below is a single C4H5NO molecule, with properties calculated with the ωB97M-V functional and the def2-TZVPD basis.

Cartesian coordinates (Å):
H -3.462 0.243 -0.089
O -1.365 -0.183 1.038
N -2.724 0.882 -0.384
H 2.944 0.301 -0.289
C 2.474 -0.652 -0.025
H -2.926 1.571 -1.086
C -1.526 0.857 0.189
C 1.054 -0.498 0.232
C -0.094 -0.122 0.393
H 2.647 -1.357 -0.845
H 2.976 -1.042 0.865

- E: -285.22223 a.u.
- Energy above the lowest of the compared OMol25 structures with the same formula, charge and spin: 5.2343 eV
- Largest force on an atom: 2.20 eV/A
- Gap between HOMO and LUMO: 0.317 hartree

***

No. 4
Below is 2 unconnected molecules or ions with the total composition C4H6O2, with properties calculated with the ωB97M-V functional and the def2-TZVPD basis.

Cartesian coordinates (Å):
C -0.386 1.354 1.379
H -1.099 -0.723 0.807
C 0.495 -1.422 -1.905
H 1.481 -0.998 -2.169
H -0.344 -1.051 -2.523
H 0.280 1.697 2.174
C 0.167 0.613 -0.456
C -0.223 -0.072 0.853
H 0.610 -0.649 1.268
O 0.071 1.820 0.078
H -1.405 1.705 1.550
O 0.352 -2.273 -1.055

- E: -306.33415 a.u.
- Energy above the lowest of the compared OMol25 structures with the same formula, charge and spin: 4.6843 eV
- Largest force on an atom: 0.43 eV/A
- Gap between HOMO and LUMO: 0.360 hartree

***

No. 5
Below is a single C6H7N molecule, with properties calculated with the ωB97M-V functional and the def2-TZVPD basis.

Cartesian coordinates (Å):
H 1.753 -1.855 -1.051
H -1.140 0.685 1.816
H -2.432 0.167 -0.974
C 1.767 -1.228 -0.157
C 0.048 1.296 -0.002
C -1.641 -0.054 -0.234
C -1.214 0.998 0.743
C -0.331 0.402 -1.038
N 1.389 1.393 -0.110
C 0.999 0.062 -0.402
H 1.530 -1.821 0.645
H -1.799 -1.049 0.187
H -1.731 1.999 0.685
H 2.801 -0.994 -0.108

- E: -287.35470 a.u.
- Energy above the lowest of the compared OMol25 structures with the same formula, charge and spin: 6.3276 eV
- Largest force on an atom: 4.04 eV/A
- Gap between HOMO and LUMO: 0.334 hartree

***

No. 6
Below is 2 unconnected molecules or ions with the total composition C4H4S, with properties calculated with the ωB97M-V functional and the def2-TZVPD basis.

Cartesian coordinates (Å):
S 0.220 -1.007 -4.574
H 1.459 -0.077 0.020
C 0.421 -0.285 0.337
H -0.009 0.386 1.126
C -0.511 -0.259 -0.787
C -1.014 -0.504 -2.110
H -2.539 0.731 -0.616
C -1.800 0.213 -1.132
H 0.248 -1.312 0.600

- E: -552.74253 a.u.
- Energy above the lowest of the compared OMol25 structures with the same formula, charge and spin: 6.7889 eV
- Largest force on an atom: 6.03 eV/A
- Gap between HOMO and LUMO (spin up / spin down): 0.269 / 0.270 hartree

***

No. 7
Below is a single C5H11OP molecule, with properties calculated with the ωB97M-V functional and the def2-TZVPD basis.

Cartesian coordinates (Å):
O 2.786 0.610 -0.658
H 2.194 1.363 1.068
C -2.029 0.336 0.193
C 0.609 -1.536 -0.198
C -3.157 0.200 -0.464
P -0.542 1.372 0.111
H 0.282 -0.096 1.511
C 2.170 0.450 0.567
H -2.175 0.080 1.285
H -3.249 0.620 -1.427
H -0.464 1.584 -1.226
H 0.567 -1.510 -1.362
H -0.231 -1.980 0.141
C 0.728 -0.126 0.448
H 1.432 -2.059 0.036
H -3.943 -0.360 -0.030
H 2.294 1.251 -1.093
H 2.729 -0.198 1.096

- SMILES: C=CP[C@@H](C)CO
- E: -613.59687 a.u.
- Energy above the lowest of the compared OMol25 structures with the same formula, charge and spin: 2.8432 eV
- Largest force on an atom: 5.79 eV/A
- Gap between HOMO and LUMO: 0.365 hartree

***

No. 8
Below is a gas-phase ion, C4H8NO (charge +1), with properties calculated with the ωB97M-V functional and the def2-TZVPD basis.

Cartesian coordinates (Å):
H 1.025 -0.174 -1.431
H 1.143 1.975 -0.239
H -0.181 -1.197 -1.121
H 0.458 -1.877 1.039
N 0.455 -0.595 -0.783
H -2.402 1.099 0.326
C -0.276 0.546 -0.135
O -2.568 -0.775 -0.054
C -1.839 0.201 0.047
C 1.055 -1.188 0.435
C 0.211 1.746 0.029
H 1.812 -1.793 0.210
H -0.444 2.478 0.657
H 1.551 -0.446 1.019

- SMILES: C=C(C=O)[NH2+]C
- E: -286.83970 a.u.
- Total charge: +1
- Energy above the lowest of the compared OMol25 structures with the same formula, charge and spin: 2.7970 eV
- Largest force on an atom: 6.47 eV/A
- Gap between HOMO and LUMO: 0.374 hartree